{"formula": "C10H22NOP", "method": "the ωB97M-V functional and the def2-TZVPD basis", "species": ["C", "C", "C", "C", "C", "C", "C", "C", "C", "C", "N", "O", "P", "H", "H", "H", "H", "H", "H", "H", "H", "H", "H", "H", "H", "H", "H", "H", "H", "H", "H", "H", "H", "H", "H"], "xyz": [[0.76438, 2.69685, -0.15970], [-0.78245, 2.89283, 0.17081], [1.28732, 1.73979, 0.83223], [-1.45064, 1.53756, 0.41480], [2.69575, 1.25175, 0.41651], [-2.59884, 1.53447, 1.52543], [-0.17431, -3.02400, -2.00184], [1.38115, -2.32076, -0.29234], [-1.23217, -2.43369, -0.01794], [0.01748, -2.06793, -0.88980], [-0.22337, -0.69969, -1.35221], [-0.26540, -0.30425, 2.17387], [-0.00722, 0.40919, 0.92668], [0.84302, 2.37429, -1.22873], [1.28774, 3.70880, -0.07050], [-0.86054, 3.72620, 0.92815], [-1.28831, 3.19071, -0.74488], [1.45791, 2.02078, 1.90940], [-1.76430, 0.93059, -0.52121], [3.15651, 0.53870, 1.13237], [3.35983, 2.12352, 0.40168], [2.53790, 0.70721, -0.54910], [-2.69746, 2.55124, 1.93175], [-2.38874, 0.79567, 2.31960], [-3.52556, 1.21945, 1.11739], [0.66707, -3.02726, -2.73993], [-0.29195, -4.06700, -1.53295], [-1.20451, -2.84793, -2.54938], [1.54469, -1.88356, 0.71009], [2.24845, -1.81928, -0.79273], [1.55434, -3.41142, -0.21757], [-2.11177, -2.23842, -0.62180], [-1.27114, -3.52734, 0.14641], [-1.21449, -1.92147, 1.09878], [0.54963, -0.35562, -1.87332]], "lumo_ha": [-0.011, -0.011], "relative_energy_ev": 1.803, "e_homo_ha": [-0.3117, -0.3122]}

---

{"formula": "C10H22NSi", "method": "the ωB97M-V functional and the def2-TZVPD basis", "species": ["C", "C", "C", "C", "C", "C", "C", "C", "C", "C", "N", "Si", "H", "H", "H", "H", "H", "H", "H", "H", "H", "H", "H", "H", "H", "H", "H", "H", "H", "H", "H", "H", "H", "H"], "xyz": [[-2.45888, -2.71692, -0.34352], [-2.06784, 2.97524, -0.44793], [-2.01871, -1.35731, -0.79845], [-1.84171, 1.72945, -0.84781], [2.32045, 2.73312, 0.45839], [-3.43633, 0.33474, 1.59457], [2.88711, 1.47913, -0.19616], [1.98631, 0.27766, 0.07286], [2.53525, -1.00153, -0.60093], [1.58567, -2.09647, -0.40774], [1.83962, -3.14867, 0.33602], [-2.51967, 0.18224, -0.04553], [-1.68031, -3.46086, -0.51549], [-3.33444, -3.04893, -0.90538], [-1.66056, 3.82369, -0.97557], [-2.67013, 3.21416, 0.41340], [-1.56441, -1.33937, -1.78235], [-1.23337, 1.57893, -1.73148], [1.30853, 2.92262, 0.10744], [2.29517, 2.62470, 1.53987], [2.93651, 3.59299, 0.21475], [-4.40755, -0.15119, 1.54759], [-2.87127, -0.14283, 2.39162], [-3.59605, 1.37230, 1.87894], [2.97226, 1.63637, -1.27237], [3.88804, 1.28578, 0.19325], [1.90850, 0.11254, 1.14872], [0.98321, 0.48072, -0.30802], [2.63395, -0.78940, -1.66905], [3.51920, -1.24472, -0.19847], [0.58633, -1.99699, -0.81291], [2.74681, -3.26664, 0.76838], [-2.72282, -2.72167, 0.71066], [1.15111, -3.87290, 0.48265]], "lumo_ha": -0.163, "total_charge": 1, "relative_energy_ev": 0.000, "e_homo_ha": -0.3826}

---

{"formula": "C10H22Si2", "method": "the ωB97M-V functional and the def2-TZVPD basis", "species": ["C", "C", "C", "C", "C", "C", "C", "C", "C", "C", "Si", "Si", "H", "H", "H", "H", "H", "H", "H", "H", "H", "H", "H", "H", "H", "H", "H", "H", "H", "H", "H", "H", "H", "H"], "xyz": [[2.52484, -0.80822, -2.53856], [-1.33017, -2.85381, 1.91116], [2.12095, -1.10342, -1.28020], [-1.67765, -1.58581, 1.83832], [2.98416, 0.79195, 1.85598], [-3.79192, 0.69452, 0.23504], [1.61473, 1.76189, -1.05303], [-1.68159, -1.06640, -1.85438], [1.73446, -0.04352, 1.59564], [-2.39902, 1.11252, 0.26252], [1.15200, 0.03552, -0.28059], [-1.18303, -0.34924, -0.16877], [3.24233, -1.42916, -3.04811], [1.96272, -0.08297, -3.14816], [-1.33306, -3.44554, 2.91761], [-1.13203, -3.52036, 1.10430], [2.39707, -2.14123, -0.95062], [-1.98031, -0.94348, 2.66271], [3.85930, 0.71353, 1.15894], [2.74958, 1.85303, 1.76033], [3.31272, 0.59368, 2.90623], [-4.40628, 1.45808, 0.58794], [-4.05466, 0.14637, -0.61694], [-3.85878, -0.03276, 1.10153], [0.92876, 2.55498, -0.63401], [2.66490, 2.08448, -0.78297], [1.65596, 1.67933, -2.12808], [-0.93621, -0.87729, -2.64165], [-1.61408, -2.17961, -1.65981], [-2.78052, -0.82465, -1.93911], [0.88448, 0.42483, 2.01742], [1.90929, -1.10185, 2.00091], [-2.21996, 1.42187, 1.24457], [-2.11116, 1.92687, -0.41014]], "lumo_ha": [0.032, -0.088], "relative_energy_ev": 1.315, "e_homo_ha": [-0.2149, -0.3211], "multiplicity": 3}

---

{"formula": "C10H23AlO7P", "method": "the ωB97M-V functional and the def2-TZVPD basis", "species": ["C", "C", "C", "Al", "C", "O", "O", "C", "C", "C", "O", "H", "H", "H", "H", "H", "H", "H", "H", "H", "H", "H", "H", "H", "H", "C", "O", "P", "O", "O", "C", "O", "C", "H", "H", "H", "H", "H", "H", "H", "H", "H"], "xyz": [[2.79182, 4.71474, 0.95262], [2.37976, 3.57141, 1.12601], [1.91658, 2.13694, 1.46602], [-0.00656, 1.97811, 2.16278], [-0.70940, 0.14256, 1.53812], [-1.30751, 0.22514, 0.21492], [-0.38908, 0.86396, -0.60441], [-1.22411, 3.55452, 1.70376], [-2.52052, 3.18092, 0.86492], [-3.53603, 4.43578, 0.78675], [-3.22804, 2.13113, 1.58733], [3.41955, 5.54905, 0.55424], [2.04442, 1.51245, 0.52193], [2.60007, 1.69291, 2.26187], [0.07261, 1.90035, 3.76633], [-1.41738, -0.24481, 2.32739], [0.21689, -0.52332, 1.43515], [-0.91090, 1.21005, -1.35709], [-1.61446, 3.98833, 2.68787], [-0.61388, 4.39135, 1.22897], [-2.30679, 2.83144, -0.18199], [-3.16376, 5.26318, 1.46938], [-3.60001, 4.82163, -0.28173], [-4.57784, 4.09227, 1.06264], [-3.58892, 2.52670, 2.40485], [0.10654, -4.49124, -3.64564], [-0.25606, -4.68925, -2.28507], [0.80946, -4.36880, -1.14157], [0.34623, -4.62977, 0.22530], [1.24202, -2.85937, -1.42667], [0.24236, -1.84333, -1.26831], [2.09892, -5.19565, -1.59043], [3.29716, -4.99077, -0.84822], [-0.63726, -3.84379, -4.11256], [1.08871, -4.02695, -3.74951], [0.11122, -5.45441, -4.15746], [-0.60789, -2.19692, -0.68375], [-0.10379, -1.53309, -2.25655], [0.68728, -0.99122, -0.76577], [3.13247, -4.36384, 0.02992], [4.03227, -4.51008, -1.49550], [3.68386, -5.95827, -0.52684]], "lumo_ha": 0.094, "total_charge": -1, "e_homo_ha": -0.1624}

---

{"formula": "C10H23BO4", "method": "the ωB97M-V functional and the def2-TZVPD basis", "species": ["B", "C", "C", "H", "H", "H", "C", "O", "C", "C", "O", "C", "H", "H", "H", "H", "H", "H", "H", "H", "H", "H", "C", "O", "C", "C", "O", "C", "H", "H", "H", "H", "H", "H", "H", "H", "H", "H"], "xyz": [[-4.01086, 0.02653, -0.69819], [-3.64261, 1.48305, 0.04757], [-3.28851, 2.84582, 0.28256], [-3.29964, -0.45848, -1.49920], [-4.99306, -0.58899, -0.42383], [-2.96853, 3.99480, 0.23306], [0.88885, -4.91275, 0.32326], [0.79327, -3.74365, 1.12987], [0.82672, -2.54499, 0.34875], [-0.57401, -1.94668, 0.18816], [-1.40822, -2.78828, -0.61428], [-2.32211, -3.54627, 0.17108], [0.65331, -5.77825, 0.94715], [0.18755, -4.88802, -0.51316], [1.91133, -5.01992, -0.05146], [1.29253, -2.72529, -0.62682], [1.45271, -1.82982, 0.89264], [-0.48811, -0.99039, -0.33649], [-1.03453, -1.75382, 1.16451], [-3.11063, -2.89094, 0.55466], [-1.82286, -4.05032, 1.00270], [-2.77818, -4.30471, -0.47067], [2.80009, 1.54196, -1.11047], [1.44675, 1.54628, -0.66886], [1.33646, 1.82879, 0.72973], [0.90002, 3.27679, 0.97180], [1.91917, 4.19890, 0.57284], [1.63367, 4.80645, -0.68250], [2.80274, 1.52642, -2.20296], [3.33978, 2.43005, -0.77573], [3.30396, 0.64123, -0.74691], [2.27558, 1.60799, 1.24986], [0.56661, 1.15974, 1.12831], [0.74337, 3.42038, 2.04510], [-0.04656, 3.49354, 0.46236], [0.82401, 5.53374, -0.56469], [1.35940, 4.06685, -1.43926], [2.53054, 5.33225, -1.02049]], "lumo_ha": -0.029, "relative_energy_ev": 6.320, "e_homo_ha": -0.3399}

---

{"formula": "C10H23ClNO5S3", "method": "the ωB97M-V functional and the def2-TZVPD basis", "species": ["C", "C", "Cl", "C", "S", "O", "O", "N", "S", "O", "O", "C", "C", "C", "S", "H", "H", "H", "H", "H", "H", "H", "H", "H", "H", "H", "H", "H", "C", "C", "O", "C", "C", "H", "H", "H", "H", "H", "H", "H", "H", "H", "H"], "xyz": [[-2.62604, -4.81867, 2.05139], [-1.37480, -4.00493, 2.33770], [-1.32843, -3.67019, 4.10628], [-1.37487, -2.74849, 1.48832], [0.18181, -1.83476, 1.45319], [0.69677, -1.75282, 2.79666], [1.00055, -2.55978, 0.50129], [-0.14460, -0.37177, 0.92068], [-1.50130, 0.02871, 0.23268], [-1.86885, -0.80008, -0.91037], [-2.58881, 0.21142, 1.18771], [-1.03659, 1.61650, -0.42302], [-2.06835, 2.23364, -1.36840], [-3.53383, 2.01237, -1.00854], [-4.07008, 3.00931, 0.42040], [-2.64036, -5.11626, 1.00039], [-3.51800, -4.22501, 2.25552], [-2.65515, -5.71101, 2.67721], [-0.48402, -4.59356, 2.11787], [-2.20884, -2.09446, 1.74422], [-1.48360, -3.05800, 0.44740], [-0.10523, 1.42499, -0.95137], [-0.80536, 2.26085, 0.42470], [-1.88747, 1.86677, -2.38144], [-1.88794, 3.31234, -1.38306], [-3.72307, 0.96758, -0.77432], [-4.17275, 2.28860, -1.84711], [-3.90383, 2.04034, 1.33233], [3.56421, 0.24982, 0.02828], [2.71446, 0.49240, -1.20213], [2.16616, 1.80596, -1.28073], [3.09326, 2.86847, -1.29050], [4.06186, 2.84141, -2.46314], [2.97719, 0.42220, 0.93130], [3.89208, -0.79017, 0.03622], [4.45048, 0.88817, 0.05191], [1.85026, -0.17168, -1.18030], [3.28240, 0.27074, -2.11429], [3.65086, 2.90967, -0.34717], [2.48180, 3.77145, -1.33987], [4.71392, 1.96786, -2.43149], [4.69547, 3.73032, -2.43693], [3.51864, 2.82977, -3.40946]], "lumo_ha": 0.105, "total_charge": -1, "e_homo_ha": -0.2041}

---

Which formula does entry 2 have? C10H22NSi